2 unconnected molecules or ions with the total composition C22H37IN2O2S in a non-equilibrium geometry, computed with the ωB97M-V functional and the def2-TZVPD basis.

```
! wB97M-V def2-TZVPD RIJCOSX def2/J DEFGRID3
* xyz 0 1
C 3.25839 1.82231 0.26675
C 1.99728 1.00936 0.82532
C 2.40352 -0.54222 0.78597
C 3.56703 -0.90634 1.78458
C 1.13049 -1.44673 0.87806
C 0.21249 -1.40717 -0.25859
C -1.07572 -2.18482 -0.38066
O -1.81090 -2.02657 -1.55361
C -3.10534 -1.43313 -1.32500
C -3.13303 0.15976 -1.27083
C -1.75812 0.86649 -1.57542
C -3.79111 0.63457 0.10984
C -5.32505 0.26215 0.20721
C -2.99175 0.10491 1.38478
C -1.47668 -3.09447 0.70881
C -2.77337 -3.96783 0.62725
C -2.71668 -5.32131 1.43631
C -1.55927 -6.29961 0.99987
I -1.06053 -7.54247 2.74306
C -0.57536 -3.13934 1.90117
N -0.68259 -3.85156 3.06729
S 0.56223 -3.60225 4.12722
N 1.41469 -2.47693 3.19445
C 0.72823 -2.32457 2.02649
H 2.92079 2.75702 -0.27436
H 3.76744 1.20189 -0.53453
H 4.00990 2.04132 1.06963
H 1.19196 1.15314 0.04314
H 1.67865 1.33979 1.84733
H 2.82087 -0.69401 -0.25885
H 3.32661 -0.40441 2.77210
H 3.71338 -2.00580 1.94480
H 4.51602 -0.42260 1.42286
H 0.47853 -0.73029 -1.11537
H -3.74602 -1.73216 -2.21028
H -3.64108 -1.81279 -0.41710
H -3.85893 0.51975 -2.06618
H -1.23575 1.04902 -0.58642
H -1.07068 0.29167 -2.24644
H -1.89690 1.89227 -2.03626
H -3.69323 1.76516 0.14272
H -5.51897 -0.79579 0.53057
H -5.82578 0.93793 0.96766
H -5.88748 0.42783 -0.75684
H -3.40381 -0.92202 1.63821
H -1.89662 -0.02664 1.18188
H -3.21831 0.76210 2.26715
H -3.63312 -3.31438 0.97683
H -2.95173 -4.20985 -0.45743
H -3.69865 -5.85405 1.23843
H -2.71954 -5.10862 2.54168
H -0.61430 -5.76339 0.72444
H -1.90268 -7.02284 0.21504
C 3.25413 6.54573 -1.77302
C 4.42910 5.61719 -2.03822
C 5.25167 6.09156 -3.22618
O 3.94611 4.29847 -2.29005
H 2.58077 6.57738 -2.63516
H 2.66641 6.18758 -0.92476
H 3.59372 7.56156 -1.55882
H 5.06316 5.56457 -1.15020
H 4.64584 6.10789 -4.13741
H 6.08499 5.41038 -3.41179
H 5.65096 7.09381 -3.05529
H 3.38370 4.33236 -3.07378
*
```

The calculation puts the total energy at -49422.4536 eV. The calculation puts the gap between HOMO and LUMO at 7.52 eV. Its structure (SMILES) is CC[C@@H](C)c1cc(OC[C@H](C)C(C)C)c(CCCI)c2nsnc12.CC(C)O.